Entry 1:
This record from OMol25 describes C25H67CdN4O11 as an isolated structure. The level of theory is ωB97M-V/def2-TZVPD.

Energy = -60044.55224 eV
LUMO level = -5.32 eV
HOMO level = -10.3 eV
Net charge = +1
Frontier orbital gap = 4.96 eV

```
108
Properties=species:S:1:pos:R:3:mulliken_charge:R:1
Cd 2.04072 -20.70848 -11.07146 0.98
C 5.31372 -20.02478 -10.28496 1.48
O 4.06110 -20.47206 -10.69254 -0.23
H 5.97947 -19.83377 -11.13681 -0.31
H 5.27917 -19.10535 -9.69290 -1.00
H 5.83645 -20.78107 -9.68706 -0.34
C 7.03773 -19.41977 -3.83768 -0.72
O 7.12947 -20.41690 -4.80745 -0.36
C 7.24005 -20.00159 -6.13619 -0.52
C 7.42877 -21.20498 -7.05507 -0.01
N 8.72117 -21.85047 -6.72138 -0.37
C 8.81431 -23.28955 -6.95171 -0.81
C 8.12831 -24.06944 -5.85206 -0.33
O 8.85840 -23.97225 -4.63877 -0.32
C 8.66038 -25.09006 -3.82607 -0.80
H 6.39179 -19.75381 -3.02192 0.27
H 6.56577 -18.49948 -4.20598 0.24
H 8.00860 -19.17236 -3.39731 0.28
H 8.07835 -19.31827 -6.32251 0.40
H 6.33054 -19.45091 -6.40521 0.31
H 7.58004 -20.89286 -8.09406 -0.13
H 6.50322 -21.79768 -7.03992 0.29
H 8.83772 -21.60797 -5.74191 0.37
H 9.88253 -23.51399 -6.99381 0.32
H 8.41753 -23.53337 -7.93683 0.16
H 8.11880 -25.12692 -6.14896 0.53
H 7.11138 -23.70588 -5.67869 0.29
H 9.17118 -24.98223 -2.86846 0.28
H 9.00702 -26.02328 -4.28184 0.31
H 7.60963 -25.21966 -3.52967 0.32
C 2.81330 -18.18044 -3.28188 -0.74
O 2.33463 -18.41626 -4.57040 -0.28
C 1.12689 -17.72852 -4.84561 -0.51
C 0.76672 -18.06200 -6.29673 -0.83
N 1.92115 -17.79046 -7.20469 -0.29
C 2.05763 -16.36082 -7.54226 -0.72
C 3.48009 -16.15999 -8.04957 -0.31
O 4.37539 -16.54113 -7.02414 -0.41
C 5.64627 -16.77230 -7.57364 -0.17
H 2.12970 -18.56205 -2.50727 0.35
H 2.96115 -17.11877 -3.06269 0.35
H 3.72956 -18.72268 -3.05015 0.11
H 1.25339 -16.65079 -4.72790 0.33
H 0.36962 -18.15062 -4.17679 0.48
H -0.06104 -17.43713 -6.64125 0.38
H 0.47003 -19.10192 -6.43318 0.32
H 2.69093 -18.05830 -6.59461 0.30
H 1.86277 -15.73823 -6.65742 0.33
H 1.24760 -16.02632 -8.19310 0.43
H 3.62541 -15.08841 -8.23029 0.46
H 3.67055 -16.67373 -8.99392 0.03
H 6.49062 -17.07972 -6.94944 0.44
H 6.01001 -15.89579 -8.11946 0.42
H 5.59444 -17.66503 -8.21580 -0.36
C 7.12156 -21.81382 -14.22445 -0.37
O 6.71025 -22.77659 -15.17155 -0.36
C 5.32015 -22.96909 -15.32926 -0.69
C 4.72633 -24.03551 -14.40443 -0.42
N 4.52696 -23.56718 -13.04263 0.25
C 4.29604 -24.60448 -12.05479 -0.63
C 5.61792 -25.28673 -11.61286 -0.52
O 6.50700 -24.26502 -11.18390 -0.39
C 6.31619 -23.70967 -9.90805 -0.39
H 6.79200 -20.81675 -14.55283 0.28
H 8.20266 -21.80026 -14.12554 0.31
H 6.68572 -21.92442 -13.22675 0.04
H 5.22727 -23.35356 -16.34747 0.38
H 4.70988 -22.05814 -15.37189 0.27
H 5.40504 -24.89717 -14.39350 0.26
H 3.77943 -24.37828 -14.83603 0.40
H 5.34960 -23.04801 -12.76193 -0.26
H 3.63474 -25.38607 -12.44202 0.47
H 3.80793 -24.23795 -11.15002 -0.03
H 6.03980 -25.78675 -12.48245 0.32
H 5.46753 -26.00002 -10.79902 0.40
H 6.90147 -22.78859 -9.98786 0.09
H 6.63395 -24.25551 -9.01788 0.38
H 5.29301 -23.33669 -9.75398 0.14
C 5.19658 -16.59938 -11.69060 -0.40
O 5.85844 -16.36071 -12.89701 -0.42
C 6.51345 -17.49589 -13.40517 -0.41
C 7.77346 -17.89843 -12.65554 -0.51
N 8.82830 -16.92999 -12.38183 -0.30
C 8.63196 -16.13249 -11.17716 -1.19
C 8.52274 -16.88096 -9.84076 0.74
O 9.77915 -17.47018 -9.56197 -0.44
C 9.73807 -18.28242 -8.41045 -0.35
H 5.82482 -16.92249 -10.85416 0.08
H 4.39067 -17.33994 -11.76373 0.33
H 4.67734 -15.69189 -11.38318 0.25
H 6.82499 -17.24652 -14.42231 0.34
H 5.89323 -18.39777 -13.48239 0.25
H 8.23821 -18.64860 -13.30976 0.38
H 7.55191 -18.49158 -11.75533 0.14
H 9.71961 -17.40528 -12.36049 0.33
H 7.73985 -15.53805 -11.38786 0.36
H 9.49552 -15.46537 -11.13088 0.44
H 7.78471 -17.68874 -9.91057 -0.50
H 8.23763 -16.16660 -9.06016 0.38
H 10.51755 -19.04450 -8.46594 0.32
H 8.80868 -18.85814 -8.32299 -0.17
H 9.91562 -17.67383 -7.51913 0.31
O 2.50151 -21.76000 -12.76077 -0.70
H 3.20748 -22.49081 -12.73340 0.79
H 2.17215 -21.74578 -13.66873 0.23
O 2.12152 -22.52251 -9.80762 -0.50
H 2.55165 -22.56394 -8.93852 0.30
H 1.46820 -23.23921 -9.80611 0.29
```



Entry 2:
This record from OMol25 describes a 12-piece molecular cluster, C4H30NO15 overall. The level of theory is ωB97M-V/def2-TZVPD.

Energy = -36841.55434 eV
LUMO level = 2.41 eV
HOMO level = -6.7 eV
Net charge = -1
Frontier orbital gap = 9.07 eV

```
50
Properties=species:S:1:pos:R:3:mulliken_charge:R:1
C -0.68987 -0.25333 0.06456 -0.53
C 0.14437 -0.04302 1.33484 0.21
C 0.14120 -1.30506 2.20091 -0.31
O 1.12955 -1.11733 3.20642 -0.55
N -0.71779 0.87342 -0.85861 0.33
C 0.35258 1.05297 -1.75072 0.19
O 0.54269 2.17288 -2.27034 -0.83
O 1.16257 0.08100 -1.85011 -0.69
H -0.51807 -1.21994 -0.42445 0.25
H -1.72499 -0.30730 0.42318 0.12
H 1.16323 0.26977 1.05625 0.04
H -0.27829 0.77387 1.89958 0.04
H -0.78570 -1.37951 2.76009 0.32
H -1.59765 1.25137 -1.13920 0.25
H -3.09473 1.39997 1.81550 0.32
H -3.83800 2.28258 0.98444 0.32
O -3.79764 1.34827 1.17335 -0.65
H -1.78245 -3.71974 -1.81063 0.33
H -2.77418 -2.53781 -1.64482 0.32
O -2.71036 -3.50650 -1.69244 -0.65
H -0.33769 -4.26736 0.98257 0.41
H 0.95122 -4.51502 0.40156 0.30
O 0.07725 -4.87904 0.34839 -0.66
H 2.07597 3.42541 1.83830 0.33
H 1.88466 -1.71352 3.07623 0.32
O 1.70951 3.21869 2.67917 -0.62
H 3.39995 2.20973 -0.86985 0.35
H 3.14032 1.83052 -3.09192 0.31
O 3.53268 1.17971 -2.51543 -0.78
H -4.06583 -0.90420 1.68777 0.31
H -3.04240 -2.04047 1.48810 0.31
O -3.50791 -1.51499 2.15111 -0.63
H -2.09550 3.37905 -1.97770 0.26
H -0.68023 3.51360 -2.39904 0.44
O -1.44841 4.06703 -2.17839 -0.66
H 0.35883 -2.45492 -3.92945 0.23
H 0.78486 -1.24789 -2.90569 0.46
O 0.64285 -2.22711 -3.04945 -0.69
H 1.83331 2.36407 3.09782 0.29
H 2.12197 3.06594 -0.52871 0.32
O 2.96900 2.78742 -0.17551 -0.66
H 0.86913 -2.32955 0.72885 0.39
H 2.74348 0.56939 -2.35268 0.35
O 0.32778 -2.48810 1.50342 -0.50
H -1.08198 2.51329 1.71069 0.26
H -0.57519 3.71601 2.44564 0.31
O -1.19024 2.96993 2.57249 -0.63
H 3.21084 -1.60099 -1.05743 0.33
H 2.26669 -2.25753 -1.94975 0.34
O 2.79864 -2.48569 -1.20892 -0.64
```



Entry 3:
This record from OMol25 describes C32H46ClN7O4S2SbSe4Si2W as an isolated structure. The level of theory is ωB97M-V/def2-TZVPD.

Energy = -372247.57173 eV
LUMO level (spin up / spin down) = -4.26 / -3.48 eV
HOMO level (spin up / spin down) = -9.5 / -9.5 eV
Net charge = +1
Frontier orbital gap (spin up / spin down) = 5.25 / 6.05 eV

```
100
Properties=species:S:1:pos:R:3:mulliken_charge:R:1
W 0.32574 0.25667 -0.02232 1.05
C 0.43566 2.82373 3.80204 -1.52
Si -0.76978 1.67304 2.95704 1.36
C -0.59474 0.05649 3.86853 -1.32
C -2.53765 2.20608 3.37422 -1.48
N -0.56832 1.65110 1.15468 0.14
C -1.06089 2.76536 0.46089 0.78
C -1.45322 3.97161 1.04739 -0.72
C -1.91779 5.01430 0.26683 -1.37
C -1.97909 4.86191 -1.10967 -1.39
C -1.57333 3.67885 -1.70271 -1.14
C -1.11388 2.60519 -0.93268 0.74
N -0.57795 1.37261 -1.40752 1.64
Si -0.28458 1.39918 -3.21824 0.45
C 0.37428 -0.09015 -4.09947 -1.00
C -1.97030 1.67536 -4.03036 -1.49
C 0.96107 2.76206 -3.48584 -0.74
H 0.18012 2.82184 4.86563 0.45
H 0.41545 3.85764 3.45694 0.35
H 1.46273 2.46003 3.72806 0.33
H -0.99846 0.27089 4.86368 0.66
H 0.43609 -0.26563 4.01429 0.25
H -1.16597 -0.77219 3.45477 0.17
H -2.51628 2.93181 4.19126 0.49
H -3.09470 1.34000 3.74158 0.45
H -3.09446 2.66355 2.55892 0.41
H -1.36018 4.12332 2.11237 0.31
H -2.20763 5.94786 0.72995 0.46
H -2.31761 5.67692 -1.73495 0.46
H -1.59658 3.63229 -2.77878 0.52
H -0.11253 -1.04030 -3.91188 0.39
H 1.45066 -0.22237 -3.99460 0.10
H 0.19257 0.17186 -5.14974 0.47
H -2.24995 0.76142 -4.55972 0.47
H -1.90510 2.46564 -4.78358 0.42
H -2.78031 1.93972 -3.35181 0.37
H 1.69279 2.75719 -2.67237 -0.03
H 0.53722 3.76208 -3.55999 0.42
H 1.51120 2.55422 -4.40691 0.44
O 4.81587 -2.67683 3.88159 -0.51
C 3.84570 -2.68078 2.95842 0.29
O 3.44351 -3.70299 2.48695 -0.42
C 3.29965 -1.35676 2.52841 0.60
C 3.95778 -0.15820 2.29966 0.11
Cl 5.54748 0.26477 2.70751 -0.17
N 3.10653 0.71487 1.72712 -0.12
N 1.89369 0.13184 1.61440 1.04
C 2.01118 -1.11750 2.06044 -0.85
C 0.74355 -1.91008 1.99534 0.45
O 0.58522 -2.95891 2.56125 -0.67
O -0.17973 -1.24258 1.32981 -0.72
C 3.41487 1.91373 0.98593 -0.51
C 4.51314 1.90433 0.14119 -0.35
C 4.72160 2.98407 -0.70368 -0.88
C 3.82510 4.04303 -0.72578 -0.72
C 2.71879 4.02657 0.11374 -0.88
C 2.51560 2.96475 0.97912 0.58
H 5.05322 -1.78170 4.15781 0.34
H 5.16280 1.03781 0.07628 0.34
H 5.56702 2.96483 -1.37691 0.56
H 3.98040 4.87023 -1.40516 0.45
H 2.00060 4.83632 0.09499 0.43
H 1.63937 2.94273 1.60772 0.25
Se 5.37174 -1.59086 -0.74922 -0.40
Sb 4.78063 -0.99263 -2.99229 0.72
Se 5.34617 1.03258 -4.00430 -0.47
Se 3.30900 -2.58290 -3.93224 -0.49
Se 2.31127 -0.01905 -1.21151 -0.26
C -5.32095 0.05341 -0.99789 -1.15
C -3.78464 0.06832 -1.20228 0.02
N -3.13001 -0.61879 -0.10266 1.04
C -3.45070 0.03799 1.14939 0.25
C -4.96640 -0.06828 1.44604 -1.13
N -5.59236 -0.74130 0.25362 -0.02
C -5.05189 -2.14029 0.11374 -0.89
C -3.51769 -2.01947 -0.05876 -0.70
H -5.86162 -0.43284 -1.80780 0.30
H -5.73980 1.04553 -0.83836 0.42
H -3.41548 1.09261 -1.24250 -0.17
H -3.51641 -0.42265 -2.13789 0.56
H -3.15167 1.07838 1.06838 -0.30
H -2.86850 -0.41869 1.94696 -0.11
H -5.44960 0.90048 1.56321 0.38
H -5.19573 -0.68691 2.31225 0.29
H -6.59858 -0.79115 0.39561 0.30
H -5.54638 -2.58416 -0.74868 0.29
H -5.34521 -2.68513 1.00926 0.36
H -3.19682 -2.50531 -0.97781 0.64
H -2.98737 -2.49951 0.76357 0.35
S -0.49087 -1.76306 -1.41646 -0.42
C 0.44150 -3.08922 -0.83211 -0.05
N 1.73585 -3.19806 -0.79129 0.73
C 2.29324 -4.51412 -0.47130 -0.64
C 1.17233 -5.29801 0.21505 -0.46
S -0.38386 -4.50723 -0.31094 -0.09
H 2.32908 -2.51929 -1.28787 -0.39
H 3.13545 -4.38699 0.20067 0.29
H 2.63339 -4.97296 -1.40082 0.41
H 1.23930 -5.20687 1.29979 0.26
H 1.16630 -6.34343 -0.07872 0.54
```



Which of these has the lowest energy? C32H46ClN7O4S2SbSe4Si2W